No. 1
DFT (wB97M-V/def2-TZVPD) results for a gas-phase ion, C5H10NS (charge +1) in a non-equilibrium geometry.

Cartesian coordinates (Å):
C1 -0.42353 -0.49627 -0.45303
C2 -1.30687 -1.45703 -0.65333
C3 -0.49648 1.00588 -0.35839
C4 1.18293 -0.81286 -0.29613
C5 -1.08049 1.41707 0.99809
N1 2.08923 -1.15289 0.63126
S1 1.30996 1.34686 -0.59858
H1 -1.24600 -2.54815 -0.55273
H2 -2.37697 -1.40206 -0.96094
H3 -0.89727 1.36941 -1.27167
H4 1.62337 -1.00372 -1.22785
H5 -0.25219 1.31870 1.87831
H6 -2.00164 0.87751 1.34609
H7 -1.28684 2.42833 0.86156
H8 3.00962 -0.91511 0.31540
H9 1.72020 -1.18025 1.57694
H10 1.19344 1.73942 -1.95981

Frontier orbital gap (spin up / spin down) in Eh: 0.25250 / 0.23195
Charge: +1
LUMO energy (spin up / spin down) in eV: -3.57 / -7.95
Multiplicity: 3
Electronic energy in eV: -17658.7563
HOMO (spin up / spin down) in eV: -10.4 / -14.3

No. 2
DFT (wB97M-V/def2-TZVPD) results for 2 unconnected molecules or ions with the total composition C5H10O in a non-equilibrium geometry.

Cartesian coordinates (Å):
C1 2.60816 0.92849 -0.24622
C2 1.35940 0.10012 -0.05229
C3 0.17286 0.62250 0.29246
C4 -0.82165 -0.33229 0.83388
C5 -1.27276 -0.28915 2.08562
H1 3.44742 0.43652 0.25132
H2 2.41777 1.95122 0.08671
H3 2.90476 1.09199 -1.28600
H4 1.62278 -0.94610 -0.18701
H5 0.05240 1.65848 0.00901
H6 -1.23990 -1.01079 0.10159
H7 -1.98100 -1.00569 2.49116
H8 -1.02727 0.49586 2.79507
H9 -2.31643 -0.37680 -2.72786
H10 -1.73722 -1.80758 -1.92994
O1 -1.77904 -0.83417 -2.06602

Frontier orbital gap (spin up / spin down) in Eh: 0.07729 / 0.29613
Charge: -1
LUMO energy (spin up / spin down) in eV: 3.84 / 4.11
Multiplicity: 2
Electronic energy in eV: -7390.5995
HOMO (spin up / spin down) in eV: 1.7 / -4.0

No. 3
DFT (wB97M-V/def2-TZVPD) results for a gas-phase ion, C5H10O (charge -1) in a non-equilibrium geometry.

Cartesian coordinates (Å):
O1 0.79607 2.02631 -1.83490
C1 1.48026 1.08994 -1.26664
C2 0.82160 -0.27665 -0.99492
C3 0.64176 -0.80270 0.47666
C4 -0.82314 -0.79465 0.93793
C5 -1.54239 0.52420 0.67754
H1 2.44603 1.35756 -0.79146
H2 -0.16097 -0.11881 -1.43083
H3 1.48948 -0.96281 -1.53746
H4 1.09715 -1.78963 0.38306
H5 1.24867 -0.23359 1.18643
H6 -1.34039 -1.56156 0.34515
H7 -0.90889 -1.09168 1.98458
H8 -1.41469 0.94515 -0.31789
H9 -2.62018 0.38179 0.81667
H10 -1.21037 1.30715 1.36607

Frontier orbital gap (spin up / spin down) in Eh: 0.12885 / 0.25470
Charge: -1
LUMO energy (spin up / spin down) in eV: 4.19 / 4.13
Multiplicity: 2
Electronic energy in eV: -7392.8399
HOMO (spin up / spin down) in eV: 0.7 / -2.8